One molecule with the formula C4H3ClO, computed with ωB97M-V with the def2-TZVPD basis set.

Each line ends with the Mulliken charge.
Cartesian coordinates (Å):
C -1.279 1.138 2.067  0.0360
C -0.683 0.086 0.822  0.2897
C 1.418 0.102 -0.957  -0.5679
C 0.278 -0.398 -0.536  -0.2307
O -1.699 1.144 0.843  -0.1033
Cl -1.606 -1.400 1.174  -0.2335
H 1.920 -0.356 -1.885  0.2013
H 1.828 0.848 -0.413  0.3435
H -0.177 -1.163 -1.116  0.2650

Results
Gap between HOMO and LUMO, Eh: 0.351
LUMO level, hartree: 0.0023
Molar mass, g mol⁻¹: 102.5
2S+1: 1
Energy above the lowest of the compared OMol25 structures with the same formula, charge and spin, eV: 5.465



C2HNOS as an isolated structure, computed with ωB97M-V with the def2-TZVPD basis set.

Each line ends with the Mulliken charge.
Cartesian coordinates (Å):
C 0.595 1.548 -0.230  0.4158
C 1.716 0.758 -0.046  0.2379
N 0.380 0.212 -0.318  -0.1853
O -0.351 3.028 0.122  -0.4634
S 3.196 0.194 0.125  -0.2658
H -0.288 -0.313 0.160  0.2608

Results
Gap between HOMO and LUMO (spin up / spin down), Eh: 0.280 / 0.280
LUMO level (spin up / spin down), hartree: -0.0850 / -0.0850
Molar mass, g mol⁻¹: 87.1
2S+1: 1
Energy above the lowest of the compared OMol25 structures with the same formula, charge and spin, eV: 7.035



C3H6IrO5 as an isolated structure, computed with ωB97M-V with the def2-TZVPD basis set.

Each line ends with the Mulliken charge.
Cartesian coordinates (Å):
C 2.212 -0.132 0.955  -0.3925
C 0.844 -0.610 0.479  -0.3428
O -0.177 0.141 1.170  -0.2054
C -1.426 -0.085 0.877  0.6480
O -1.777 -0.941 0.006  -0.5148
O -2.317 0.651 1.407  -0.4849
O 3.215 -0.841 0.340  -0.3931
Ir -3.505 -0.423 0.416  1.2500
H 2.239 -0.244 2.061  0.3526
H 2.267 0.964 0.763  0.3257
H 0.710 -1.678 0.702  0.3555
H 0.733 -0.453 -0.602  0.3507
H 4.034 -0.296 -1.285  0.3662
O 4.585 0.012 -2.274  -0.6264
H 4.017 -0.284 -2.989  0.3111

Results
Gap between HOMO and LUMO (spin up / spin down), Eh: 0.237 / 0.200
LUMO level (spin up / spin down), hartree: -0.2492 / -0.2847
Molar mass, g mol⁻¹: 314.3
2S+1: 5
Charge: +1



An isolated ion of composition C9H14N3 and charge +1, computed with ωB97M-V with the def2-TZVPD basis set.

Each line ends with the Mulliken charge.
Cartesian coordinates (Å):
C 0.129 3.237 -0.030  -1.5640
C 0.126 1.789 0.050  0.9370
C 0.934 1.073 -0.715  -1.0434
C 0.877 -0.517 -0.520  0.5992
C 0.153 -1.107 0.721  -0.3695
N -0.638 -0.328 1.354  0.0153
C -1.870 -0.739 2.150  -0.8443
C -0.711 1.105 1.158  -0.7089
N 1.949 -1.377 -0.974  -0.2577
C 1.542 -2.421 -1.762  -0.2441
C 0.245 -2.351 -1.898  -0.6148
N -0.225 -1.141 -1.301  -0.1875
H 0.603 3.426 -1.015  0.3647
H 0.868 3.699 0.751  0.2791
H -0.844 3.681 0.104  0.4177
H 1.552 1.362 -1.495  0.4430
H 0.270 -2.142 0.823  0.4876
H -1.986 0.136 2.749  0.3483
H -2.826 -0.710 1.410  0.2907
H -1.940 -1.662 2.653  0.3588
H -0.410 1.472 2.114  0.4237
H -1.737 1.302 0.846  0.5135
H 3.019 -1.279 -0.826  0.2962
H 2.393 -3.056 -2.115  0.3897
H -0.426 -2.894 -2.600  0.3668
H -1.047 -0.557 -1.633  0.3030

Results
SMILES: CC1=CC2(C=[N+](C)C1)NC=CN2
Gap between HOMO and LUMO, Eh: 0.292
LUMO level, hartree: -0.1103
Molar mass, g mol⁻¹: 164.2
2S+1: 1
Charge: +1
Energy above the lowest of the compared OMol25 structures with the same formula, charge and spin, eV: 3.455



One molecule with the formula C7H14O2S, computed with ωB97M-V with the def2-TZVPD basis set.

Each line ends with the Mulliken charge.
Cartesian coordinates (Å):
C -0.201 1.350 -0.520  0.7023
C -1.118 0.385 -0.536  0.3037
C -0.506 2.771 -1.047  -1.4434
C 1.171 1.119 -0.158  -0.6713
C -2.363 0.204 -1.268  -1.6206
C 2.076 -2.190 1.274  -0.9602
C 0.785 -1.606 1.722  -0.8765
O -0.264 -2.180 -0.741  -0.6252
O -1.907 -1.529 0.923  -0.7021
S -0.602 -1.249 0.315  1.1422
H -0.381 3.418 -0.186  0.3338
H -1.551 2.724 -1.400  0.3662
H 0.222 3.097 -1.775  0.3422
H 1.380 1.840 0.645  0.3190
H 1.816 1.290 -0.984  0.3995
H 1.250 0.117 0.186  -0.1959
H -2.340 0.813 -2.226  0.4181
H -3.281 0.587 -0.784  0.2463
H -2.385 -0.812 -1.405  0.5302
H 1.862 -2.742 0.288  0.2710
H 2.453 -2.860 1.970  0.3951
H 2.857 -1.498 1.126  0.3081
H 0.850 -0.756 2.386  0.4734
H 0.176 -2.294 2.194  0.5440

Results
Gap between HOMO and LUMO (spin up / spin down), Eh: 0.213 / 0.273
LUMO level (spin up / spin down), hartree: 0.0246 / -0.0813
Molar mass, g mol⁻¹: 162.3
2S+1: 3
Energy above the lowest of the compared OMol25 structures with the same formula, charge and spin, eV: 0.723



A 2-piece molecular cluster, C4H12OS2 overall, computed with ωB97M-V with the def2-TZVPD basis set.

Each line ends with the Mulliken charge.
Cartesian coordinates (Å):
C -0.009 -0.183 -1.941  -0.9179
C 0.136 1.177 -1.264  -0.4846
S 1.800 1.271 -0.487  -0.1143
S 1.528 2.325 1.291  -0.0877
C 0.018 1.555 1.939  -0.6506
C 0.126 0.049 2.058  -0.7302
H -1.013 -0.371 -2.281  0.3442
H 0.220 -0.917 -1.149  0.1003
H 0.738 -0.332 -2.680  0.3713
H -0.675 1.505 -0.622  0.2905
H 0.265 1.945 -2.031  0.3806
H 0.048 2.005 2.927  0.3481
H -0.910 1.929 1.548  0.3973
H -0.585 -0.423 2.739  0.3662
H 1.096 -0.267 2.416  0.3165
H -0.130 -0.363 1.086  0.0702
O -0.917 -3.951 -1.020  -0.6515
H -0.476 -3.192 -0.637  0.3341
H -1.261 -3.762 -1.892  0.3177

Results
SMILES: CCSSCC.O
Gap between HOMO and LUMO, Eh: 0.321
LUMO level, hartree: 0.0218
Molar mass, g mol⁻¹: 140.3
2S+1: 1
Energy above the lowest of the compared OMol25 structures with the same formula, charge and spin, eV: 0.678